This record from OMol25 describes a molecular structure, C49H32IrN5Se. The level of theory is ωB97M-V/def2-TZVPD.

Each line ends with the Löwdin charge.
Cartesian coordinates (Å):
Ir (0.2509, -0.0788, -0.2906)  1.14
C (7.2894, 2.6255, 0.9647)  -0.09
C (6.4866, 3.0221, -0.0960)  -0.08
C (5.2281, 2.4619, -0.2637)  -0.02
C (4.7641, 1.4968, 0.6247)  -0.22
C (5.5756, 1.0976, 1.6813)  -0.03
C (6.8333, 1.6600, 1.8512)  -0.08
C (3.3889, 0.9372, 0.4555)  -0.08
C (3.2538, -0.2433, -0.2517)  -0.24
C (4.3371, -1.0341, -0.7807)  0.02
C (3.8038, -2.1882, -1.2310)  -0.02
C (2.3701, -2.1174, -1.0240)  -0.23
C (1.4307, -3.1035, -1.3832)  -0.03
C (1.8574, -4.5329, -1.3077)  -0.13
C (1.1039, -5.6083, -1.8012)  -0.03
C (1.5631, -6.9127, -1.7266)  -0.08
C (2.7707, -7.2060, -1.1123)  -0.09
C (3.4755, -6.1760, -0.5131)  -0.08
C (3.0178, -4.8707, -0.5944)  -0.05
C (0.1330, -2.7226, -1.8014)  -0.21
N (-0.5273, -1.6020, -1.3769)  -0.06
C (-1.7370, -1.5472, -2.0336)  -0.23
C (-2.7529, -0.6342, -1.7737)  -0.05
C (-4.0004, -0.6962, -2.5866)  -0.19
C (-4.7606, -1.8612, -2.6795)  -0.04
C (-5.9134, -1.8969, -3.4498)  -0.07
C (-6.3333, -0.7640, -4.1313)  -0.09
C (-5.5965, 0.4076, -4.0300)  -0.07
C (-4.4411, 0.4401, -3.2648)  -0.05
C (-2.7012, 0.3427, -0.7659)  -0.22
C (-3.8191, 1.1244, -0.3001)  0.00
C (-3.3607, 1.9379, 0.6784)  0.01
C (-1.9521, 1.6826, 0.8159)  -0.22
N (-1.5981, 0.6740, -0.0394)  -0.08
C (-1.0756, 2.4279, 1.6018)  -0.07
C (0.3071, 2.2869, 1.6158)  -0.23
C (1.2323, 3.1728, 2.2732)  0.01
C (2.4792, 2.7867, 1.9152)  0.01
C (2.3379, 1.6423, 1.0537)  -0.24
N (1.0152, 1.3516, 0.9102)  -0.10
C (-1.6553, 3.5528, 2.3977)  -0.22
C (-1.9271, 4.7709, 1.7817)  -0.03
C (-2.4548, 5.8240, 2.5141)  -0.08
C (-2.7159, 5.6680, 3.8688)  -0.09
C (-2.4477, 4.4561, 4.4878)  -0.08
C (-1.9173, 3.4026, 3.7548)  -0.03
C (-1.7816, -2.6161, -2.9926)  0.00
C (-0.6632, -3.3538, -2.8280)  -0.02
N (2.0737, -0.9098, -0.4684)  -0.08
H (8.2690, 3.0656, 1.0989)  0.10
H (6.8379, 3.7726, -0.7924)  0.10
H (4.5951, 2.7688, -1.0878)  0.12
H (5.2168, 0.3441, 2.3722)  0.12
H (7.4557, 1.3462, 2.6794)  0.10
H (5.3730, -0.7366, -0.7859)  0.12
H (4.3199, -2.9975, -1.7188)  0.12
H (0.1264, -5.4470, -2.2145)  0.08
H (0.9600, -7.7086, -2.1446)  0.10
H (3.1302, -8.2252, -1.0599)  0.10
H (4.3806, -6.3869, 0.0419)  0.11
H (3.5510, -4.1072, -0.0495)  0.10
H (-4.4654, -2.7356, -2.1139)  0.12
H (-6.4921, -2.8098, -3.5085)  0.10
H (-7.2363, -0.7902, -4.7272)  0.10
H (-5.9236, 1.3023, -4.5442)  0.10
H (-3.8591, 1.3508, -3.2007)  0.11
H (-4.8309, 1.0384, -0.6587)  0.11
H (-3.9191, 2.6533, 1.2594)  0.12
H (0.9531, 3.9988, 2.9067)  0.12
H (3.4177, 3.2286, 2.2077)  0.12
H (-1.7168, 4.8858, 0.7251)  0.13
H (-2.6609, 6.7679, 2.0260)  0.10
H (-3.1265, 6.4903, 4.4404)  0.10
H (-2.6517, 4.3281, 5.5430)  0.10
H (-1.7054, 2.4547, 4.2345)  0.12
H (-2.5527, -2.7723, -3.7268)  0.12
H (-0.3619, -4.1813, -3.4427)  0.10
Se (0.6828, 1.4893, -2.0448)  0.83
C (0.0416, 0.6444, -3.6362)  -0.61
C (0.6946, -0.4481, -4.1929)  -0.11
C (0.2040, -0.9868, -5.3705)  -0.15
N (-0.8619, -0.5131, -6.0161)  0.06
C (-1.4649, 0.5481, -5.4865)  -0.15
C (-1.0556, 1.1617, -4.3099)  -0.12
H (1.5663, -0.8744, -3.7115)  0.10
H (0.6930, -1.8437, -5.8222)  0.11
H (-2.3286, 0.9233, -6.0258)  0.10
H (-1.5834, 2.0235, -3.9222)  0.09

Properties
Frontier orbital gap ... 5.8 eV
ΔE to the lowest compared entry with this formula, charge and spin ... 0.0 kJ/mol
Molecular weight ... 962.01 g/mol
Total energy ... -4666.08333 hartree